{"formula": "C65H137N7O9", "method": "ωB97M-V/def2-TZVPD", "total_charge": -2, "e_lumo_ev": 3.52, "max_force_ev_per_a": 5.0, "homo_energy_ev": 0.6, "energy_ev": -98467.983, "mol_weight_g_mol": 1160.851, "de_lowest_kcal_mol": 26.9, "symbols": ["O", "C", "C", "O", "H", "H", "H", "H", "C", "C", "C", "C", "C", "C", "N", "O", "C", "C", "C", "H", "H", "H", "H", "H", "H", "H", "H", "H", "H", "H", "H", "H", "H", "H", "H", "H", "H", "H", "C", "C", "C", "C", "C", "C", "N", "O", "C", "C", "C", "H", "H", "H", "H", "H", "H", "H", "H", "H", "H", "H", "H", "H", "H", "H", "H", "H", "H", "H", "C", "C", "C", "C", "C", "C", "N", "O", "C", "C", "C", "H", "H", "H", "H", "H", "H", "H", "H", "H", "H", "H", "H", "H", "H", "H", "H", "H", "H", "H", "C", "C", "C", "C", "C", "C", "N", "O", "C", "C", "C", "H", "H", "H", "H", "H", "H", "H", "H", "H", "H", "H", "H", "H", "H", "H", "H", "H", "H", "H", "C", "C", "C", "C", "C", "C", "N", "O", "C", "C", "C", "H", "H", "H", "H", "H", "H", "H", "H", "H", "H", "H", "H", "H", "H", "H", "H", "H", "H", "H", "C", "C", "C", "C", "C", "C", "N", "O", "C", "C", "C", "H", "H", "H", "H", "H", "H", "H", "H", "H", "H", "H", "H", "H", "H", "H", "H", "H", "H", "H", "C", "C", "C", "C", "C", "C", "N", "O", "C", "C", "C", "H", "H", "H", "H", "H", "H", "H", "H", "H", "H", "H", "H", "H", "H", "H", "H", "H", "H", "H"], "coordinates": [[1.532, -2.147, 0.430], [0.509, -1.117, 0.670], [0.954, 0.361, 0.233], [2.289, 0.808, 0.410], [0.385, -1.151, 1.753], [-0.460, -1.420, 0.274], [0.298, 0.990, 0.834], [0.705, 0.515, -0.817], [3.817, 1.401, -3.206], [5.261, 1.875, -2.954], [5.610, 2.874, -4.043], [5.041, 4.294, -3.986], [5.274, 4.849, -2.590], [4.823, 3.924, -1.468], [5.379, 2.522, -1.578], [5.034, 1.731, -0.442], [5.371, 4.649, -0.222], [3.313, 3.990, -1.495], [6.228, 0.676, -3.102], [3.843, 0.354, -3.507], [3.220, 2.006, -3.889], [3.198, 1.467, -2.311], [6.692, 2.998, -4.057], [5.227, 2.527, -5.003], [3.992, 4.235, -4.275], [5.631, 4.925, -4.651], [4.884, 5.862, -2.498], [6.362, 4.892, -2.536], [6.449, 4.511, -0.135], [5.313, 5.735, -0.290], [4.916, 4.193, 0.658], [2.858, 3.859, -2.476], [2.962, 3.214, -0.815], [2.881, 4.914, -1.109], [7.233, 1.078, -3.225], [6.051, 0.047, -3.974], [6.327, 0.086, -2.190], [4.091, 1.782, -0.613], [4.191, -0.393, 6.068], [3.424, -0.049, 4.745], [2.171, 0.942, 5.058], [2.533, 2.355, 5.333], [3.601, 2.874, 4.310], [4.825, 2.012, 4.054], [4.359, 0.622, 3.800], [5.427, -0.177, 3.393], [5.403, 2.572, 2.760], [5.891, 2.216, 5.177], [2.727, -1.274, 4.090], [4.977, -1.126, 5.884], [3.523, -0.875, 6.782], [4.755, 0.421, 6.521], [1.365, 0.961, 4.324], [1.716, 0.549, 5.967], [2.975, 2.323, 6.329], [1.695, 3.052, 5.345], [4.034, 3.768, 4.759], [2.982, 3.147, 3.455], [5.578, 3.647, 2.715], [6.216, 1.937, 2.411], [4.735, 2.426, 1.911], [6.409, 3.174, 5.144], [5.391, 2.211, 6.145], [6.709, 1.497, 5.122], [1.825, -1.491, 4.662], [3.315, -2.181, 3.950], [2.534, -1.069, 3.037], [5.895, -0.422, 4.194], [-1.966, -2.744, -4.655], [-2.294, -3.152, -3.185], [-3.865, -2.956, -2.873], [-4.710, -4.042, -3.565], [-4.173, -5.444, -3.270], [-2.681, -5.690, -3.527], [-1.973, -4.537, -2.868], [-0.597, -4.703, -2.664], [-2.277, -7.033, -2.841], [-2.519, -5.831, -5.098], [-1.493, -2.286, -2.217], [-2.707, -2.960, -5.425], [-1.110, -3.318, -5.010], [-1.783, -1.672, -4.740], [-4.096, -2.959, -1.808], [-4.234, -2.007, -3.263], [-4.811, -3.991, -4.649], [-5.758, -3.883, -3.313], [-4.814, -6.229, -3.670], [-4.360, -5.678, -2.222], [-2.745, -7.324, -1.901], [-2.605, -7.898, -3.418], [-1.212, -7.217, -2.703], [-1.522, -5.504, -5.393], [-2.555, -6.853, -5.476], [-3.203, -5.263, -5.729], [-1.818, -2.609, -1.228], [-1.939, -1.292, -2.198], [-0.406, -2.355, -2.247], [-0.236, -4.378, -3.492], [2.278, -7.606, 1.401], [0.932, -7.196, 2.080], [1.352, -6.245, 3.254], [0.166, -5.452, 3.825], [-0.621, -4.697, 2.757], [-1.110, -5.673, 1.628], [0.114, -6.379, 1.127], [-0.235, -7.276, 0.103], [-2.284, -6.534, 2.181], [-1.600, -4.771, 0.511], [0.310, -8.415, 2.695], [3.105, -7.733, 2.099], [2.324, -8.497, 0.776], [2.712, -6.850, 0.745], [1.736, -6.854, 4.073], [2.025, -5.460, 2.911], [-0.485, -6.112, 4.397], [0.534, -4.761, 4.584], [0.025, -3.963, 2.275], [-1.495, -4.198, 3.175], [-2.384, -7.452, 1.601], [-3.265, -6.073, 2.063], [-2.241, -6.677, 3.261], [-0.904, -3.963, 0.284], [-2.478, -4.273, 0.923], [-2.024, -5.280, -0.355], [0.911, -8.939, 3.439], [-0.536, -8.113, 3.312], [0.035, -9.176, 1.964], [-0.812, -7.916, 0.528], [-2.984, 5.768, 4.348], [-1.798, 5.207, 3.495], [-2.261, 3.852, 3.039], [-1.341, 3.100, 2.076], [-1.070, 4.004, 0.858], [-0.593, 5.417, 1.148], [-1.452, 6.023, 2.204], [-1.155, 7.290, 2.562], [0.896, 5.490, 1.577], [-0.757, 6.249, -0.120], [-0.644, 5.032, 4.490], [-3.313, 5.130, 5.168], [-3.969, 5.741, 3.881], [-2.799, 6.787, 4.687], [-2.454, 3.264, 3.937], [-3.293, 3.964, 2.705], [-1.716, 2.115, 1.798], [-0.416, 2.780, 2.555], [-1.904, 4.025, 0.156], [-0.339, 3.520, 0.211], [1.095, 4.784, 2.383], [1.435, 5.048, 0.739], [1.170, 6.526, 1.775], [-1.797, 6.365, -0.424], [-0.384, 7.272, -0.081], [-0.234, 5.798, -0.963], [-0.062, 5.948, 4.388], [-0.067, 4.123, 4.318], [-0.828, 5.085, 5.563], [-0.324, 7.096, 3.003], [1.198, 3.350, -7.318], [0.326, 2.116, -6.881], [1.172, 0.832, -6.410], [0.335, -0.138, -5.525], [-0.121, 0.701, -4.316], [-1.121, 1.862, -4.659], [-0.492, 2.672, -5.798], [-1.304, 3.775, -6.176], [-2.492, 1.247, -5.029], [-1.207, 2.796, -3.397], [-0.488, 1.672, -8.088], [1.651, 3.938, -6.520], [0.617, 4.134, -7.804], [2.045, 3.154, -7.977], [1.355, 0.264, -7.322], [2.127, 1.054, -5.934], [0.997, -0.942, -5.206], [-0.522, -0.606, -6.009], [0.758, 1.005, -3.747], [-0.584, -0.012, -3.633], [-2.310, 0.827, -6.018], [-2.688, 0.423, -4.342], [-3.291, 1.987, -5.002], [-1.872, 3.651, -3.523], [-1.580, 2.276, -2.515], [-0.205, 3.149, -3.153], [-1.302, 2.348, -8.350], [-0.969, 0.739, -7.797], [0.034, 1.523, -9.034], [-0.697, 4.482, -5.948], [-6.175, 2.056, 3.142], [-5.798, 0.796, 2.321], [-4.852, 1.272, 1.134], [-3.863, 0.182, 0.586], [-3.200, -0.491, 1.808], [-4.034, -1.033, 3.014], [-5.111, -0.116, 3.330], [-5.938, -0.491, 4.427], [-4.572, -2.404, 2.668], [-3.080, -1.165, 4.299], [-7.049, 0.132, 1.757], [-5.330, 2.384, 3.747], [-7.067, 1.911, 3.751], [-6.448, 2.892, 2.498], [-5.526, 1.600, 0.343], [-4.175, 2.072, 1.432], [-3.208, 0.481, -0.232], [-4.514, -0.495, 0.032], [-2.279, -0.002, 2.126], [-2.810, -1.361, 1.280], [-5.356, -2.760, 3.337], [-5.013, -2.255, 1.682], [-3.722, -3.085, 2.685], [-3.741, -1.456, 5.115], [-2.291, -1.908, 4.186], [-2.584, -0.235, 4.574], [-7.297, 0.583, 0.796], [-7.872, 0.296, 2.453], [-6.954, -0.907, 1.441], [-6.453, -1.185, 4.011]], "forces_ev_per_a": [[-2.4, 1.4, -0.1], [4.5, -1.7, -0.3], [1.8, -0.3, 0.5], [-1.2, -0.2, -0.1], [-0.4, 0.6, 0.9], [-0.8, 0.3, -0.7], [-0.9, 0.7, 0.3], [-0.6, -0.2, -0.9], [-0.6, -0.4, 0.6], [-1.4, -0.2, 0.9], [0.5, 1.1, -0.4], [0.0, -0.5, 0.9], [1.0, -0.9, -1.2], [0.3, 1.1, -0.3], [2.3, 1.8, -1.3], [0.0, 1.1, -2.1], [0.3, -1.2, 0.3], [-1.0, -0.6, 0.9], [0.8, 0.8, 0.8], [-0.4, 0.1, -0.2], [0.4, 0.1, -0.6], [0.1, -0.5, 0.3], [0.2, -0.2, -0.3], [0.5, -0.7, -0.1], [-0.1, 0.5, -0.1], [-0.4, 0.0, -0.5], [-0.2, -0.1, 0.3], [0.3, 0.4, 0.2], [0.1, -0.5, -0.1], [-0.9, 0.0, 0.1], [0.0, 0.6, 0.2], [0.2, -0.3, 0.0], [-0.7, -0.2, 0.0], [0.4, 0.3, 0.1], [0.2, 0.2, -0.1], [-0.4, 0.1, 0.1], [-0.6, -0.2, 0.0], [-1.5, -1.6, 1.6], [-0.3, -0.4, -0.4], [-0.5, 1.0, 0.0], [0.4, -1.0, -0.1], [2.3, 0.4, 0.2], [-1.3, 0.4, 1.9], [-0.5, 0.0, -0.7], [-0.7, 1.1, 0.0], [-0.2, -0.4, -0.1], [-0.2, -1.0, -1.4], [-0.5, 0.0, 0.2], [1.0, 0.2, -0.3], [-0.1, -0.4, -0.3], [-0.1, 0.2, 0.2], [-0.6, 0.2, 0.1], [0.5, -0.7, -0.6], [-0.1, -0.3, 0.1], [0.1, 0.6, 0.3], [-0.1, -0.1, 0.0], [-0.3, 0.6, -0.2], [0.7, -0.2, -0.6], [0.5, 0.0, 0.7], [0.6, 0.5, 0.3], [-0.7, -0.3, 0.3], [-0.3, 0.3, -0.5], [0.3, -0.3, 0.2], [-0.2, -0.4, 0.1], [-0.1, -0.1, -0.2], [0.4, -0.1, 0.7], [-0.6, 0.5, -0.1], [0.4, -0.2, 0.4], [-0.2, -0.2, 0.0], [-1.4, 0.5, -0.2], [0.8, -0.6, -1.5], [0.3, -0.4, -0.3], [-1.0, -0.3, 1.6], [-0.2, 0.1, -0.4], [-1.2, -1.2, 0.4], [-0.5, -0.5, -0.7], [0.1, -0.7, -0.4], [1.2, 0.1, 0.2], [-1.3, -0.1, 0.9], [-0.5, -0.2, 0.3], [0.5, 0.3, 0.1], [0.2, -0.1, 0.2], [0.4, -0.2, 0.1], [0.4, 0.4, 0.0], [0.7, 0.7, -0.4], [-0.1, -0.5, 0.7], [0.2, 0.0, -1.0], [0.4, 0.5, 0.6], [-0.1, 1.1, 0.5], [-0.1, 0.2, -0.8], [0.1, 0.6, 0.0], [0.2, 0.1, 0.0], [-0.3, -0.2, 0.4], [-0.2, 0.2, 0.4], [0.5, -0.4, 0.2], [0.6, 0.5, -0.6], [-0.2, 0.4, -0.1], [0.9, 0.0, -0.3], [0.6, 0.3, -0.6], [2.2, 1.5, 0.5], [-1.4, 0.6, -0.3], [-0.3, -0.1, 0.2], [0.4, -1.1, -0.5], [0.5, 1.0, 0.8], [0.0, -1.0, 1.1], [-0.2, 0.1, -0.8], [0.1, 0.1, -0.4], [-1.0, 0.2, 0.2], [-1.1, -0.5, 0.6], [-0.3, -0.2, 0.7], [-0.8, -0.3, 0.1], [-0.6, 0.5, 0.0], [0.6, 0.1, -0.2], [0.5, -0.4, -0.2], [-0.3, -0.3, 0.0], [0.2, 0.2, -0.1], [0.1, 0.3, -0.1], [-0.1, 0.1, 0.0], [0.1, -0.4, 0.4], [0.1, 0.6, -0.4], [0.4, -0.6, -0.1], [0.4, -0.4, -0.4], [-0.2, 0.3, 0.2], [0.6, -0.1, -0.2], [0.7, 0.2, -0.3], [-0.4, -0.2, -0.3], [-0.3, 0.0, -0.1], [-0.3, -0.4, -0.1], [-0.5, 0.6, -0.9], [-0.6, -0.4, -0.1], [-0.6, -1.2, 0.2], [-0.1, 0.8, -0.1], [0.4, -1.1, -0.4], [0.4, 1.1, 1.0], [-3.6, -3.3, 1.0], [1.2, 1.1, 0.2], [-0.8, -1.3, -0.8], [-0.2, 0.5, -0.7], [0.8, 1.0, -0.3], [1.2, -0.2, 0.5], [0.2, 0.6, -1.2], [0.0, -0.1, 0.2], [0.4, -0.3, 0.3], [0.0, 0.0, -0.9], [-0.5, 0.2, -0.3], [0.3, 0.5, 0.1], [-0.7, 0.3, 0.4], [0.6, -0.1, 0.2], [0.0, 0.4, 0.3], [0.5, 0.5, -0.1], [0.4, -0.2, 0.0], [-0.2, -0.3, 0.2], [0.2, 0.0, 0.5], [0.1, -0.3, 0.1], [0.9, -0.2, -0.1], [0.2, 0.3, -0.2], [-0.9, -0.3, -0.1], [0.8, 1.3, 0.5], [0.5, 0.2, 0.0], [1.0, 0.8, -0.2], [-1.6, 0.1, -0.7], [0.7, 1.8, 0.4], [-0.4, -0.8, -0.1], [1.0, 0.4, 0.2], [-0.1, -1.5, 2.3], [0.3, -0.5, -0.2], [1.2, 0.2, 0.0], [0.1, -0.4, -0.6], [-1.1, -0.4, -0.1], [0.0, -0.6, 0.7], [-0.5, -0.4, -0.4], [-0.1, -0.5, -0.2], [0.5, 0.3, -0.3], [-0.2, 0.3, 0.1], [-0.1, 0.0, 0.2], [0.1, 0.2, -0.4], [0.1, 0.5, -0.2], [-0.5, 0.3, 0.2], [-0.7, 0.0, -0.1], [-0.3, 0.1, 0.1], [0.0, -0.1, -0.2], [0.0, 0.0, -0.4], [0.1, -0.4, -0.1], [0.0, 0.1, 0.0], [0.0, 0.3, 0.3], [-0.1, -0.2, -0.3], [0.6, -0.1, 0.3], [-0.3, 0.5, 0.0], [-0.3, 0.1, -0.6], [1.2, -0.4, 0.9], [1.0, -0.9, 0.2], [-2.5, 0.3, 1.4], [0.6, -1.1, -1.3], [1.0, 0.5, 0.9], [0.8, 2.4, -0.6], [0.4, 0.1, -1.3], [0.1, 0.2, -0.4], [-1.0, 0.2, -0.8], [-0.2, 0.3, -0.7], [-0.1, -0.2, 0.0], [0.2, -0.3, 0.3], [0.1, 0.0, -0.4], [0.1, 0.4, 0.0], [-0.5, 0.4, 0.4], [0.5, 0.6, 0.7], [-0.1, -0.8, 0.2], [-0.3, 0.4, 0.1], [0.5, -0.6, 0.6], [0.1, -0.1, 0.2], [0.0, -0.7, -0.3], [-0.3, -0.3, -0.4], [0.1, -0.1, 0.2], [-0.1, -0.1, -0.3], [-0.2, 0.2, -0.2], [-0.3, 0.5, 0.1], [-0.2, -0.4, -0.1], [0.2, -0.3, 0.6], [-0.6, -0.5, 0.4]], "lowdin_charge": [-0.449, -0.426, -0.437, -0.373, 0.036, 0.025, 0.033, 0.047, -0.025, -0.463, -0.164, -0.193, -0.180, -0.493, -0.077, 0.006, -0.034, -0.039, -0.036, 0.085, 0.058, 0.068, 0.107, 0.116, 0.091, 0.104, 0.117, 0.114, 0.084, 0.076, 0.057, 0.071, 0.072, 0.076, 0.063, 0.077, 0.086, 0.021, -0.037, -0.411, -0.136, -0.192, -0.124, -0.491, -0.090, 0.000, -0.056, -0.043, -0.025, 0.065, 0.075, 0.047, 0.115, 0.102, 0.094, 0.088, 0.109, 0.116, 0.078, 0.087, 0.067, 0.072, 0.054, 0.074, 0.072, 0.074, 0.084, 0.064, -0.016, -0.459, -0.095, -0.192, -0.167, -0.427, -0.121, 0.006, -0.038, -0.033, -0.032, 0.070, 0.071, 0.042, 0.110, 0.106, 0.090, 0.101, 0.114, 0.107, 0.069, 0.065, 0.077, 0.064, 0.065, 0.062, 0.060, 0.077, 0.104, 0.083, -0.044, -0.485, -0.124, -0.191, -0.113, -0.467, -0.047, -0.033, -0.030, -0.033, -0.058, 0.070, 0.065, 0.089, 0.109, 0.129, 0.085, 0.105, 0.117, 0.103, 0.067, 0.072, 0.065, 0.083, 0.063, 0.068, 0.085, 0.065, 0.080, 0.053, -0.050, -0.444, -0.176, -0.142, -0.120, -0.498, -0.119, -0.021, -0.004, -0.046, -0.035, 0.078, 0.069, 0.073, 0.118, 0.100, 0.083, 0.105, 0.114, 0.119, 0.072, 0.072, 0.081, 0.082, 0.074, 0.080, 0.069, 0.064, 0.083, 0.057, -0.045, -0.463, -0.093, -0.173, -0.129, -0.427, -0.119, -0.027, -0.018, -0.026, -0.060, 0.070, 0.065, 0.073, 0.101, 0.101, 0.115, 0.079, 0.111, 0.087, 0.065, 0.067, 0.079, 0.067, 0.076, 0.075, 0.077, 0.065, 0.079, 0.089, -0.047, -0.446, -0.107, -0.151, -0.108, -0.487, -0.125, -0.014, -0.035, -0.006, -0.044, 0.079, 0.067, 0.077, 0.101, 0.091, 0.107, 0.088, 0.104, 0.099, 0.074, 0.077, 0.069, 0.064, 0.067, 0.073, 0.074, 0.074, 0.076, 0.068]}